Record 1
A 16-piece molecular cluster, C18H66N2O16 overall, computed with ωB97M-V/def2-TZVPD.

XYZ file:
```
102
Properties=species:S:1:pos:R:3:forces:R:3:mulliken_charge:R:1
H 31.93969 -24.93643 3.91857 -0.07 -0.14 -0.21 0.325
H 39.75878 -23.97432 2.78750 0.20 0.04 0.15 0.298
H 35.30504 -24.03838 -1.97399 -0.25 -0.08 -0.05 0.299
H 29.96808 -36.68273 2.85701 -0.30 0.00 0.21 0.359
C 30.56432 -34.51769 0.80209 0.28 1.48 -2.18 -1.716
O 33.63687 -26.85734 -2.98283 0.02 0.93 -0.33 -0.599
O 37.92316 -25.03447 -3.76179 -0.22 0.04 0.06 -0.555
H 33.31872 -27.47971 -2.32887 0.03 -0.34 0.51 0.468
H 31.90393 -28.74334 -2.61754 -0.37 -0.03 -0.24 0.303
H 40.43975 -28.25215 -2.89771 0.03 -0.01 0.14 0.191
H 41.13899 -27.99087 0.01782 -0.23 0.18 0.30 0.319
H 34.12107 -34.16424 0.87034 -0.40 -0.46 0.48 0.303
H 32.83470 -31.68797 3.93882 0.12 -0.02 -0.02 0.350
C 35.37525 -28.54472 2.83704 1.93 1.40 0.49 -1.161
O 38.43039 -27.49448 5.36081 0.76 -0.40 -0.29 -0.648
H 29.80875 -35.26493 3.90167 0.82 0.07 0.06 0.337
H 36.37626 -27.97769 -1.64737 -0.11 0.21 0.08 0.044
H 36.16024 -28.19426 3.50716 0.54 -0.30 0.25 0.058
O 36.18169 -23.72286 -1.75448 -0.06 0.24 0.12 -0.617
H 32.76474 -36.08452 0.90096 0.08 -0.34 0.09 0.299
N 31.76616 -33.97674 2.81411 -0.03 2.69 -1.53 0.263
O 40.59150 -27.46569 3.40058 0.24 -0.11 -0.44 -0.599
H 35.79111 -30.05462 0.48151 -0.13 -0.01 0.24 -0.047
C 31.14613 -35.08666 2.05071 1.29 -1.07 1.32 1.726
C 35.45971 -29.28513 -0.21573 -0.28 1.17 0.47 -0.161
H 41.10247 -27.20918 -3.77229 0.27 0.14 0.02 0.329
H 34.28672 -27.34676 -0.08116 -0.37 -0.60 -0.85 0.458
H 37.78839 -26.66821 2.55774 0.35 -0.43 0.44 0.173
H 35.64045 -25.50402 5.74134 -0.08 0.27 -0.24 0.280
H 34.96108 -29.81882 -1.02483 -0.39 0.15 0.04 0.525
C 29.95369 -35.59294 2.87235 -0.68 -0.57 0.09 -1.632
H 32.09285 -30.80709 2.58456 -0.34 -0.27 0.11 0.384
H 39.02461 -27.54295 -1.37320 -0.10 0.15 -0.02 -0.195
H 39.91887 -27.54383 4.07713 -0.50 0.07 0.43 0.297
O 39.24181 -23.96499 1.98196 0.36 0.40 0.07 -0.617
H 39.13223 -29.27633 0.51849 -0.51 -0.89 -0.20 0.549
H 41.51314 -28.88106 -1.14814 0.02 -0.29 0.01 0.309
H 38.98204 -28.43569 1.91263 0.01 1.28 -0.10 0.059
H 37.98310 -26.10328 -1.05761 0.23 -0.02 -0.16 0.006
H 35.59117 -29.58538 2.59512 -0.13 0.15 -0.24 0.107
O 32.34028 -24.48710 4.66279 0.19 -0.13 0.23 -0.620
C 38.34500 -28.81129 1.11188 0.35 0.99 0.03 -1.376
H 34.53750 -28.47019 3.53039 -0.59 0.01 -0.69 0.417
C 32.81541 -31.57721 2.85463 0.36 -0.50 0.33 -1.276
H 32.45959 -29.73424 -1.61692 0.14 -0.30 0.16 0.292
H 37.56233 -27.16213 5.58938 -0.60 0.55 0.05 0.292
H 36.77339 -24.32407 -2.20689 0.28 -0.26 -0.26 0.277
H 31.36871 -37.14440 1.35918 0.17 0.04 -0.36 0.540
C 36.66270 -28.60358 -0.80219 1.13 0.30 0.05 -1.218
N 36.64725 -26.91917 1.01884 -0.47 -0.60 -0.37 0.733
C 38.52949 -26.93617 -0.61506 -0.10 0.15 0.87 -1.287
H 37.30230 -29.38158 -1.21897 0.28 0.00 -0.15 0.580
H 33.77266 -31.18038 2.51659 0.08 0.13 0.31 0.004
H 38.21098 -24.19479 -4.12002 0.00 0.32 -0.02 0.243
H 35.56497 -26.63067 6.74974 -0.14 -0.13 0.21 0.279
H 31.85516 -33.79338 4.66678 -0.05 -0.08 0.20 0.348
O 36.03319 -23.55215 1.14335 -0.23 0.60 -0.03 -0.638
H 36.22326 -23.48271 2.07893 0.15 -0.03 0.20 0.378
H 32.00709 -23.59132 4.60997 -0.05 0.26 0.00 0.313
O 32.28020 -28.80201 -1.73935 -0.18 -0.03 0.21 -0.662
H 33.58237 -26.25599 2.43311 -0.14 -1.09 -0.11 0.330
H 32.29417 -34.27287 -0.61684 0.39 0.31 0.31 0.339
H 31.07208 -31.92552 1.09879 -0.10 0.30 -0.57 0.547
H 37.72540 -29.44170 1.74967 -0.32 -0.67 -0.96 0.222
H 33.58820 -27.33404 -3.81146 0.01 -0.08 -0.04 0.226
H 38.48051 -28.34918 5.78883 0.11 -0.26 0.08 0.304
O 36.08234 -26.30901 6.01144 -0.07 -0.09 0.08 -0.627
H 35.21813 -27.73790 -4.98618 0.04 -0.02 -0.27 0.250
H 29.02667 -35.25582 2.40858 -0.10 -0.21 -0.18 0.370
H 37.98942 -32.21298 -4.30729 0.09 -0.10 -0.20 0.311
H 32.64081 -31.74081 0.19740 0.08 0.19 0.32 0.130
H 30.86893 -33.33762 -0.97277 0.19 0.39 -0.10 0.437
H 41.20943 -26.82335 3.74957 0.19 0.14 0.01 0.302
H 35.93519 -24.49146 0.98745 0.38 -0.11 -0.23 0.027
H 34.45922 -33.93072 2.69597 -0.02 -0.63 -0.30 0.408
H 29.68792 -33.92433 1.06280 0.34 0.83 0.26 0.501
C 31.54078 -33.62767 -0.16494 -1.98 -0.69 2.22 -0.994
H 38.46842 -25.68420 -4.20539 0.17 -0.47 0.05 0.273
H 39.25943 -26.56075 0.10211 0.24 0.37 -0.30 0.430
H 34.67767 -32.68835 1.53298 0.29 0.06 -0.16 0.256
H 35.76373 -26.86827 -3.87355 -0.05 0.32 0.28 0.308
O 35.92104 -27.69020 -4.33821 0.44 -0.44 -0.26 -0.598
H 34.64738 -25.49528 1.35916 -0.10 -0.14 -0.05 0.622
O 40.25343 -27.60715 -3.57997 -0.29 -0.01 -0.33 -0.571
C 34.04502 -33.54527 1.76432 -0.37 1.90 0.56 -1.501
H 38.59560 -24.66061 2.10346 -0.41 -0.28 -0.34 0.403
H 37.89067 -31.05183 -3.34093 0.02 0.30 0.04 0.302
H 35.07886 -25.71777 3.01038 0.49 -0.39 0.03 0.383
O 37.37856 -26.08793 1.91206 -0.40 -0.55 -0.16 0.081
O 32.37170 -34.31281 4.04631 0.08 -0.44 -0.57 -0.439
H 33.75619 -28.70780 1.00479 -0.36 0.28 -0.23 0.077
C 32.06474 -36.37168 1.68558 -0.90 1.62 0.55 -1.718
O 41.87266 -28.22552 -0.55043 0.28 0.03 -0.22 -0.642
C 35.37985 -27.48765 1.65450 -0.73 -1.16 0.15 2.115
C 31.97911 -32.41388 0.74259 -0.42 -2.60 0.05 -1.102
O 37.50748 -31.90628 -3.53924 -0.16 -0.16 0.16 -0.610
C 32.63830 -32.89990 2.08868 0.30 -1.74 -1.27 1.615
C 34.63715 -26.23568 2.15904 -0.22 0.86 -0.54 -2.475
C 37.57112 -27.78132 0.18286 -1.46 -1.67 1.72 1.744
H 32.56485 -36.77204 2.56747 0.19 0.27 -0.01 0.371
H 30.01032 -35.27282 0.24448 0.68 -0.61 -0.25 0.529
C 34.58953 -28.21530 0.50368 0.89 0.44 0.76 -1.429
```
Positions in Å, forces in eV/Å.

Properties
HOMO level = -8.3 eV
Molar mass = 566.7 g/mol
HOMO-LUMO gap = 0.309 Ha
Relative energy (zero: lowest compared OMol25 entry of this formula, charge and spin) = 207.4 kJ/mol

Record 2
A 7-piece molecular cluster, C25H65N3O12 overall, computed with ωB97M-V/def2-TZVPD.

XYZ file:
```
105
Properties=species:S:1:pos:R:3:forces:R:3:mulliken_charge:R:1
N 6.31697 -23.03347 14.44887 2.17 -1.18 -0.58 -0.457
N 4.21401 -18.46771 27.77497 0.74 -1.61 -0.22 -0.327
H 10.19880 -15.42475 22.12028 -0.22 -0.37 -0.07 0.320
H -3.17528 -7.91546 33.22626 0.31 -0.54 -0.19 0.309
C 4.12383 -16.77648 25.96015 -1.30 -0.61 -0.01 -0.241
C 3.60720 -17.27816 27.31643 1.09 1.23 -0.24 -0.724
H 8.52066 -29.91316 33.24574 0.04 0.06 0.00 0.294
O 8.08898 -29.74637 34.08683 -0.59 0.35 0.05 -0.497
C -2.58938 -12.72972 32.59232 1.19 -1.19 2.03 -0.240
H 0.02175 -17.31326 23.46391 -0.12 0.19 -0.01 0.290
O 6.34725 -20.84086 16.40697 -0.65 -1.13 1.50 -0.333
C 7.20678 -21.97994 16.61300 1.54 1.54 -2.38 -0.661
O -3.35272 -11.68461 33.17843 -0.94 0.21 -0.22 -0.290
H 10.76622 -15.73550 26.33885 -0.18 -0.01 -0.02 0.246
H -4.60068 -7.73251 34.09195 -0.56 -0.97 0.33 0.287
O 4.94614 -21.89506 11.90818 -0.72 1.18 0.61 -0.327
H 2.89657 -14.36483 24.23862 -0.83 -0.18 0.08 0.298
H 10.49710 -18.53527 26.92949 -0.35 -0.36 0.44 0.300
H 7.03752 -21.88346 28.57037 -0.40 -0.50 0.56 0.284
C 11.15602 -17.18702 24.92575 -0.12 1.96 -0.24 -0.577
C 9.95262 -17.19573 28.52129 -0.41 0.79 1.11 -0.655
H 8.79617 -15.93026 30.69021 0.30 -0.36 0.24 0.283
O 1.47600 -29.42198 31.12647 0.52 -0.57 0.34 -0.511
H 6.99154 -22.71313 17.39030 -0.79 0.07 -0.26 0.409
H 4.51679 -20.16557 16.80300 -0.13 0.18 0.20 0.249
H 4.70419 -23.82883 12.55625 -0.09 -0.35 -0.24 0.395
H 4.53949 -20.80334 28.61538 -0.53 -0.36 0.18 0.293
H 10.60102 -15.51450 30.45571 -0.16 -0.26 0.70 0.328
H 2.52462 -17.38903 27.37836 -0.35 0.55 -0.66 0.367
H -2.12342 -16.64630 23.54945 -0.34 0.43 -0.12 0.243
H 10.83134 -17.45808 29.11046 0.66 0.49 -0.21 0.386
H -2.03767 -14.69698 33.26316 0.61 -0.03 0.35 0.373
C 5.14843 -20.97163 17.17633 -0.09 1.12 -1.65 -0.775
C 6.74513 -23.24073 13.02998 -1.63 1.98 0.24 -0.518
H 4.23853 -17.55934 25.21044 0.55 -0.40 0.17 0.316
H 3.96158 -16.52292 28.01796 -0.61 0.33 0.19 0.272
H 7.49845 -24.02295 12.93655 -0.78 -0.65 -0.18 0.402
H 5.30062 -20.78764 18.23986 0.00 -0.63 0.11 0.296
H -3.44539 -14.13366 34.01713 -0.18 0.22 0.12 0.294
N 10.96795 -16.72489 26.31575 1.79 0.14 -1.36 -0.317
C 2.91442 -29.53857 31.35599 -1.53 -0.22 -0.80 -0.459
H 3.05396 -29.91124 32.37075 0.08 0.88 0.15 0.205
C 9.56880 -15.41432 30.12017 0.20 0.26 -1.44 -0.751
O 9.55904 -15.80147 28.74081 0.28 -1.08 -0.41 -0.315
O 3.07727 -15.98196 25.47248 -0.13 1.15 0.14 -0.329
C 3.57514 -21.83536 11.44445 0.63 -0.12 0.71 -0.706
H 8.38164 -23.14392 15.26429 -0.35 -0.65 -0.48 0.346
H 8.27548 -27.62033 33.81608 -0.39 -0.24 -0.47 0.246
C 8.42237 -28.43627 34.52374 0.88 0.14 0.09 -0.512
H 4.64208 -21.87594 16.83879 -0.05 -0.38 0.85 0.357
H 10.16545 -13.80625 22.76760 0.32 0.03 -0.03 0.254
H 8.15022 -21.49952 16.87231 0.32 -0.27 0.54 0.353
H -2.57368 -17.63930 22.20379 0.52 -0.37 -0.16 0.229
H 3.35707 -30.33104 30.75255 0.00 0.11 -0.39 0.242
H -3.10128 -13.15991 31.73150 -0.34 0.23 0.20 0.291
H 3.84667 -18.53553 28.71335 0.15 -0.99 0.16 0.233
C 7.51867 -22.48431 15.17323 -1.93 0.29 0.87 -0.530
H 4.48513 -19.42806 25.98550 0.02 -0.40 -0.06 0.206
C 12.04000 -16.21572 24.13254 -1.07 -2.61 -2.88 -0.719
H 5.02853 -16.17093 26.01412 0.25 -0.25 0.34 0.252
H 5.75692 -23.45886 11.09232 0.03 -1.12 0.07 0.450
H 5.53719 -22.39372 14.39637 0.30 0.59 0.45 0.302
C -2.44354 -13.80513 33.74061 -1.09 -0.11 -1.64 -1.095
H 9.48985 -28.42058 34.74362 0.13 0.17 0.35 0.244
C -3.70314 -8.35075 34.07478 0.80 0.84 -0.32 -0.696
H 3.93816 -21.81014 27.17047 -0.41 -0.11 0.57 0.374
C 3.48167 -15.27895 24.33947 -1.07 1.27 -0.47 -0.791
H 7.28937 -22.36053 12.68770 0.33 0.47 -0.01 0.305
C -1.75297 -17.04461 22.60488 0.48 -0.07 1.46 -0.508
O -1.76178 -10.11027 33.01034 -2.50 0.37 1.13 -0.580
H 7.84024 -21.61084 14.60602 0.32 0.27 0.16 0.347
H 3.43106 -22.16113 10.41430 0.30 -0.38 -0.06 0.291
H 3.19248 -20.81550 11.48396 0.60 0.19 0.13 0.263
C 10.08674 -17.53276 27.05058 -0.88 -0.32 0.62 -0.466
H 11.50323 -18.20390 24.74270 0.47 -0.07 0.92 0.391
C 5.47420 -23.19798 12.11218 0.69 -0.65 -0.52 -0.763
H 7.37690 -22.35726 26.95432 0.11 -0.26 -0.01 0.245
C 6.55279 -22.22265 27.65490 0.67 0.90 -0.94 -0.761
H 9.20193 -17.82270 29.00241 -0.49 -0.20 -0.33 0.398
H 10.23487 -17.17786 24.34309 -0.75 -0.03 0.15 0.350
H 1.30202 -29.58498 30.19654 0.05 0.01 -0.01 0.295
H 4.44592 -14.77469 24.40307 0.74 -0.96 -0.02 0.302
C 3.91183 -19.63738 26.88863 1.55 0.68 1.32 -0.487
H 2.93034 -22.39331 12.12343 -0.04 -0.37 -0.08 0.308
H -1.52913 -16.21869 21.92970 0.23 -0.14 -0.12 0.235
O 5.84546 -21.14088 27.08476 -0.89 0.53 -0.33 -0.308
C -2.89439 -10.45098 33.35828 1.59 -0.38 -1.03 0.744
H -1.58659 -12.44925 32.27007 -0.19 0.60 0.06 0.302
H 7.87137 -28.15304 35.42055 -0.08 -0.49 -0.03 0.225
H 13.09930 -16.26890 24.38385 -0.17 1.49 0.87 0.383
H 9.31782 -14.35366 30.13136 0.01 0.00 -0.02 0.238
O -0.60748 -17.85478 22.98180 -0.74 -0.03 -1.03 -0.490
H 6.01166 -23.16856 27.67788 -0.27 0.09 0.46 0.310
H 9.28103 -14.98869 23.60820 0.24 -0.68 0.52 0.264
H 3.27364 -15.87913 23.45369 0.71 0.01 -0.31 0.290
H 3.27476 -28.55603 31.05124 0.89 -0.21 0.72 0.227
H 9.08153 -17.52545 26.62916 -0.46 -0.17 -0.18 0.309
C 10.20877 -14.85783 23.05118 0.83 0.03 -0.32 -0.707
O -3.92264 -9.77009 33.93570 1.05 0.88 -0.47 -0.293
H 2.86471 -19.58894 26.58980 -0.37 -0.79 0.22 0.441
H -1.94932 -13.50593 34.66491 0.35 0.21 -0.47 0.307
H 12.11567 -16.60077 23.11563 0.27 -1.85 -0.17 0.438
H -3.10088 -8.10750 34.95012 -0.10 -0.33 0.13 0.287
C 4.48836 -20.94291 27.53556 0.57 0.68 -1.14 -0.516
O 11.46418 -15.01829 23.70210 -0.13 3.17 2.13 -0.383
```
Positions in Å, forces in eV/Å.

Properties
HOMO level = -8.5 eV
Molar mass = 599.8 g/mol
HOMO-LUMO gap = 0.336 Ha
Structure (SMILES) = CCOC(=O)OC.COCCNCCOC.COCCNCCOC.COCCNCCOC.CO.CO.CO
Relative energy (zero: lowest compared OMol25 entry of this formula, charge and spin) = 382.1 kJ/mol

Record 3
C12H26GaNO2P2 as an isolated structure, computed with ωB97M-V/def2-TZVPD.

XYZ file:
```
44
Properties=species:S:1:pos:R:3:forces:R:3:mulliken_charge:R:1
H -3.08215 -1.95267 -0.56479 0.22 -0.10 -0.19 0.315
H -2.76717 -1.91144 -2.31936 -0.10 -0.20 0.17 0.370
H 0.39762 -0.48456 -3.10877 -0.40 0.21 -0.29 -0.296
H 0.91693 -3.97122 -2.03752 -0.22 0.08 -0.01 0.377
C -2.52118 2.15568 3.49724 0.13 -0.82 -1.98 -0.637
P 1.99378 1.45232 -1.49777 0.76 0.47 0.06 0.547
H -3.21842 2.96121 3.68087 0.09 0.01 0.04 0.402
N -1.53180 0.69651 1.94309 0.83 -0.15 -2.20 0.037
H -0.24601 -0.79141 2.58661 0.19 0.15 -0.01 0.496
H 0.45061 -3.37814 0.80593 -0.21 -0.02 -0.06 0.372
H 3.80361 2.05352 -3.01341 -0.27 -0.29 0.06 0.413
H -0.16529 -3.34364 -3.29208 -0.04 -0.06 0.20 0.365
C -0.86240 0.54628 4.20194 0.10 -0.90 -1.01 -0.931
Ga 0.03532 -0.23622 -1.61886 0.15 0.19 0.04 1.056
C 1.35780 3.14045 -1.79515 -0.37 -0.24 0.01 -1.229
C -2.56179 -2.45713 -1.38873 0.11 0.30 -0.18 -1.255
C -2.37892 1.69876 2.17418 -2.23 2.31 2.77 -0.268
C -0.83646 0.05167 2.90667 0.91 -0.58 1.97 -0.275
H 1.90488 -0.10207 1.41983 -0.36 -0.06 -0.38 0.055
H -2.92902 2.10205 1.33868 0.16 0.00 0.15 0.478
H -1.81456 1.95061 5.55009 0.01 -0.24 -0.69 0.347
C -1.31962 0.66863 -0.42412 -1.08 2.27 0.26 0.771
C -0.12840 -3.72928 -2.26622 0.10 0.04 -0.08 -1.197
H 2.54756 1.06449 -3.83524 0.18 0.03 0.16 0.358
C -0.60686 -3.25526 0.54316 0.17 0.03 0.08 -1.065
O -1.75104 -0.04584 0.73536 0.68 -0.46 -0.78 -0.180
H -1.09122 -4.24306 0.53301 0.15 0.30 -0.09 0.398
H 1.50817 -0.02458 0.77924 0.24 -0.19 0.61 -0.247
C 3.18379 1.76198 -0.13936 -0.14 -0.22 0.20 -1.397
P -0.75043 -2.46230 -1.10011 -0.18 -1.38 0.60 0.600
H 3.68452 0.82525 0.13146 -0.02 0.27 -0.05 0.406
C 3.12809 1.18980 -2.91367 -0.19 -0.26 0.01 -1.221
H 0.63812 3.11947 -2.62237 0.14 0.14 0.18 0.366
H -0.72436 -4.65324 -2.21022 0.15 0.36 0.07 0.402
H 3.72323 0.28227 -2.74137 -0.15 0.24 -0.10 0.373
C -1.75368 1.57075 4.51800 0.04 0.87 1.24 -0.231
H -1.08524 -2.63811 1.31186 0.06 -0.06 -0.26 0.222
H -0.16700 0.12078 4.93398 -0.50 0.08 -0.26 0.379
O -1.67769 1.82436 -0.58234 0.92 -1.91 0.16 -0.528
H 2.64423 2.13148 0.74174 0.18 -0.06 -0.20 0.400
H 0.84803 3.49586 -0.88987 0.08 -0.06 -0.29 0.356
H 3.93219 2.50500 -0.45133 -0.30 -0.22 -0.01 0.408
H -2.92567 -3.49357 -1.47754 0.21 0.38 0.02 0.441
H 2.19792 3.80454 -2.04274 -0.24 -0.22 0.08 0.446
```
Positions in Å, forces in eV/Å.

Properties
HOMO level (alpha / beta) = -7.8 / -11.8 eV
Molar mass = 348.0 g/mol
HOMO-LUMO gap (alpha / beta) = 0.156 / 0.303 Ha
2S+1 = 2
Net charge = +1
<S²> = 0.778